Here is 2 unconnected molecules or ions with the total composition CH4O2S at a distorted geometry from OMol25. Energies are from ωB97M-V with the def2-TZVPD basis set.

```
8
Properties=species:S:1:pos:R:3:forces:R:3:lowdin_charge:R:1
S 1.87640 0.72320 -0.62559 -1.6877 2.5715 2.7513 0.4891
H 1.71401 1.31764 -1.81557 1.2190 -1.5563 -0.8940 -0.1932
H 2.49879 -0.34612 -0.15220 0.8741 -0.8006 -1.9029 -0.2024
O -2.00984 0.39372 1.31968 -0.0655 -0.0070 0.7718 0.0776
C -1.19072 -0.39489 0.96889 0.1820 -0.1451 -1.8862 -0.3980
O -0.86029 -0.56528 -0.33998 -0.3882 -0.4617 0.4884 -0.0228
H -0.58517 -1.12202 1.51750 -0.1433 0.2337 0.6118 0.1397
H -1.44319 -0.00626 -0.87273 0.0098 0.1654 0.0597 0.1100
```
Forces are in eV/Å.

Output
LUMO energy: 0.4 eV
Spin multiplicity: 1
SMILES: O=CO.S
Maximum force: 0.08025 Eh/bohr
ΔE to the lowest compared entry with this formula, charge and spin: 35.88 kcal/mol

Here is a molecular structure, C30H29F6N6O3STi from OMol25. Energies are from ωB97M-V with the def2-TZVPD basis set.

```
76
Properties=species:S:1:pos:R:3:forces:R:3:lowdin_charge:R:1
Ti -0.05223 -0.96836 1.02320 -0.0954 -0.7115 0.5451 0.9897
C -2.71969 -1.82947 -0.33908 -0.0217 0.0179 -0.0048 -0.0756
N -1.93610 -2.22083 0.84105 0.2209 0.0322 -0.0033 -0.3283
C -2.78056 -2.12587 2.04440 -0.0263 0.0141 0.0029 -0.0576
C -1.44695 -3.60895 0.67918 -0.0041 -0.0161 -0.0654 -0.1583
C -0.26206 -3.67560 -0.25502 -0.0065 -0.0262 -0.0643 -0.2530
C -0.06701 -4.80348 -1.04659 0.0297 0.0038 0.0209 -0.0523
C 1.04176 -4.88676 -1.87694 -0.0147 -0.0067 0.0048 -0.1008
C 1.94104 -3.83043 -1.92265 0.0344 0.0103 -0.0141 -0.1120
C 1.72073 -2.70081 -1.14153 0.0187 0.0003 -0.0098 -0.1416
C 0.62610 -2.58942 -0.28245 -0.1870 0.2377 0.0994 -0.1766
H -3.60739 -2.46676 -0.43212 -0.0005 0.0001 0.0082 0.0994
H -2.11173 -1.93730 -1.23594 0.0067 -0.0115 0.0013 0.0845
H -3.03699 -0.79368 -0.22659 -0.0153 -0.0026 -0.0004 0.0643
H -3.62222 -2.82556 1.97217 0.0019 0.0029 -0.0023 0.1005
H -3.15857 -1.11092 2.13579 -0.0229 -0.0045 0.0063 0.0697
H -2.18566 -2.36959 2.92201 0.0120 -0.0086 -0.0079 0.0792
H -2.27007 -4.24238 0.32157 0.0031 -0.0214 0.0366 0.1289
H -1.16362 -3.96924 1.66960 0.0319 0.0242 -0.0056 0.1128
H -0.78218 -5.61958 -1.01746 0.0042 -0.0048 0.0019 0.1075
H 1.19820 -5.76576 -2.48978 -0.0002 0.0003 0.0003 0.0957
H 2.80922 -3.88695 -2.56984 -0.0044 -0.0019 -0.0001 0.0926
H 2.43406 -1.88100 -1.21403 0.0022 0.0012 0.0033 0.0822
N -2.15641 5.28801 -3.31372 -0.0288 0.0320 -0.0204 0.1100
C -2.09107 4.51343 -2.17074 0.0011 -0.0478 0.0659 -0.3431
C -2.52576 3.18319 -2.19147 -0.0175 0.0414 0.0173 -0.0399
C -2.50070 2.42321 -1.03768 -0.0553 -0.0156 -0.0523 -0.0737
C -2.03418 2.96779 0.15135 0.0368 -0.0249 0.0725 -0.2890
C -1.61012 4.28897 0.18709 -0.0049 -0.0046 0.0225 -0.0630
C -1.63664 5.05596 -0.96459 -0.0094 -0.0052 -0.0345 -0.0327
S -2.04613 1.98442 1.62367 -0.0223 -0.0834 -0.0322 0.6184
O -2.04125 2.87448 2.74524 0.0324 0.0153 -0.0069 -0.2796
O -3.12590 1.03899 1.47177 0.0934 0.0732 -0.0069 -0.3212
N -0.69446 1.07342 1.57407 -0.2758 0.0271 -0.1204 -0.1535
C 0.53926 1.60531 1.50019 0.2062 0.1457 -0.0327 -0.4773
N 1.45440 0.63171 1.24387 0.1654 -0.0205 -0.1901 0.0278
C 2.72673 0.97134 1.10260 -0.0704 0.0816 0.0992 -0.1052
C 3.12908 2.28822 1.21927 0.0559 -0.0288 -0.0026 -0.0487
C 2.12386 3.21662 1.46436 -0.0298 -0.0311 -0.0042 -0.1092
N 0.84287 2.90601 1.59778 -0.0252 0.0132 -0.0022 0.1591
H -2.20742 4.80847 -4.19557 0.0115 -0.0048 -0.0027 0.0899
H -1.62124 6.13841 -3.32865 0.0068 -0.0015 -0.0018 0.0894
H -2.90479 2.75803 -3.11374 0.0049 0.0013 -0.0026 0.1164
H -2.86643 1.40518 -1.04933 0.0061 -0.0001 -0.0015 0.1011
H -1.27741 4.70705 1.12622 0.0306 -0.0032 0.0088 0.1102
H -1.32437 6.09340 -0.92898 0.0071 -0.0053 -0.0065 0.1112
H 3.42209 0.16589 0.89477 0.0129 0.0086 -0.0237 0.1199
H 4.16243 2.58194 1.11864 -0.0013 -0.0092 0.0021 0.0987
H 2.36544 4.27157 1.55052 -0.0070 0.0030 0.0069 0.1135
C 2.68697 -2.42206 3.00254 -0.0479 0.0139 -0.0020 0.0374
C 1.27119 -2.28001 3.56488 0.1515 0.0319 -0.0512 -0.4123
O 0.39069 -1.80584 2.63196 -0.2378 0.2516 -0.3146 -0.2133
C 0.77269 -3.66534 4.02770 -0.0664 -0.0214 -0.0123 -0.5553
F 0.90363 -4.55196 3.02507 -0.0216 0.0280 0.0575 0.1556
F -0.52206 -3.65064 4.37337 0.0627 -0.0387 -0.0100 0.1568
F 1.46762 -4.13725 5.07427 -0.0126 -0.0025 -0.0362 0.1619
C 1.28873 -1.28474 4.74728 -0.0441 0.0072 0.0069 -0.5571
F 2.21460 -1.60160 5.66809 -0.0045 0.0102 -0.0162 0.1555
F 1.58974 -0.05695 4.29049 -0.0070 -0.0226 0.0356 0.1528
F 0.10805 -1.20664 5.36716 0.0325 0.0248 -0.0093 0.1751
H 2.61905 -2.96058 2.05915 0.0157 -0.0124 -0.0028 0.0952
H 3.34879 -2.95041 3.68690 -0.0140 0.0008 0.0121 0.1014
H 3.08983 -1.42775 2.81657 0.0016 -0.0026 -0.0036 0.0818
N -0.26729 0.00529 -1.03157 0.2035 0.0684 0.0593 0.1969
C 0.12284 0.60103 -1.92985 -0.2417 -0.1561 0.1175 -0.0609
C 0.58645 1.35264 -3.04669 0.1716 0.1730 -0.2615 -0.1967
C 0.92908 0.69659 -4.23114 -0.0516 0.0524 0.1419 -0.0109
C 1.37702 1.44381 -5.30513 0.0246 0.0043 -0.0667 -0.0651
C 1.48944 2.82381 -5.19512 -0.0085 -0.0079 0.0113 -0.0647
C 1.15504 3.46859 -4.01129 0.0197 0.0477 -0.0133 -0.0635
C 0.69957 2.73950 -2.92745 -0.0142 -0.1171 0.0319 -0.0178
H 0.84288 -0.37983 -4.29279 -0.0028 -0.0102 -0.0018 0.1251
H 1.64388 0.95090 -6.23011 -0.0031 -0.0074 0.0079 0.1100
H 1.84427 3.40093 -6.03905 0.0025 -0.0004 0.0017 0.1087
H 1.25354 4.54315 -3.93249 -0.0099 -0.0036 0.0097 0.1090
H 0.42377 3.22304 -1.99862 0.0114 0.0027 0.0039 0.1141
```
Forces are in eV/Å.

Output
LUMO energy (spin up / spin down): -0.6 / -0.6 eV
Spin multiplicity: 2
Maximum force: 0.01753 Eh/bohr
<S²>: 0.7528
ΔE to the lowest compared entry with this formula, charge and spin: 1.33 kcal/mol

Here is a single C18H20FN5O4S molecule at a distorted geometry from OMol25. Energies are from ωB97M-V with the def2-TZVPD basis set.

```
49
Properties=species:S:1:pos:R:3:forces:R:3:lowdin_charge:R:1
O -0.56873 0.99516 1.87457 -1.0308 0.9933 -1.4673 0.0470
O 3.13169 0.00737 -0.80545 -2.0869 -3.3167 2.8552 0.0192
F -4.65131 3.67958 0.54118 -0.8597 0.3974 0.1986 0.0831
N 2.59400 -3.21795 0.56339 1.9829 -1.1984 1.3543 0.0888
N -3.35017 -2.83717 -1.22770 -1.8861 -0.4110 0.6264 0.0316
O 0.36353 2.98156 -1.60623 -0.3255 0.5655 0.2602 -0.0710
O -0.52071 4.10608 -3.48691 0.8996 0.4215 -0.3200 -0.1257
S 4.80450 -1.87086 0.86358 0.0428 0.5005 -0.7760 1.1158
C -0.50499 1.38835 0.69219 2.2910 -2.8291 2.2143 -0.3957
C 2.48819 -0.85071 -0.09705 -0.5214 5.0390 -3.0421 -0.2410
C 3.16344 -2.04669 0.40843 -0.9879 -0.7669 0.2426 -0.5800
C -4.16037 -3.63437 -0.59301 0.9510 1.8829 -2.2409 -0.5686
C 3.61973 -4.13353 1.10908 -2.0509 0.9471 -0.8716 -0.1669
C 4.79408 -3.50604 1.18554 2.2686 -1.4991 1.5348 -0.4843
C -2.61098 2.55097 0.63397 -1.1317 1.3648 -1.2922 0.0804
C -2.94109 4.38246 -0.92898 -2.1722 0.8510 1.2111 0.0374
C -3.40752 3.58457 0.09927 1.4701 -1.0134 -0.2368 -0.2565
C -0.92341 3.21702 -1.02041 2.2660 -1.4910 0.7729 -0.0837
C -1.34559 2.41990 0.11521 0.8342 0.9498 -1.7764 -0.0441
C -1.71186 4.20636 -1.47842 -0.8271 0.2376 -0.7274 -0.1899
N -5.52607 -3.43016 -0.58720 -1.3747 0.7177 -0.1352 0.1020
N -3.78443 -4.74060 0.04465 0.4071 -0.9164 0.7709 0.1475
N 0.40886 0.74931 -0.11010 0.8748 0.3929 -1.1499 0.1155
C 0.74442 3.59242 -2.89427 -3.5825 -0.1499 0.2353 -0.0727
C -1.35597 5.01962 -2.66267 0.3371 -2.5708 -0.6753 -0.0829
C -1.93089 -3.01328 -1.23384 0.6691 1.6930 0.9710 -0.2614
C -1.21005 -2.04538 -0.20115 -0.2509 1.0732 -1.8563 -0.1343
C 0.18227 -1.52603 -0.77575 -1.5607 -3.1225 -1.3961 -0.1634
C 0.89031 -0.58868 0.12460 2.2137 -0.3331 0.9667 -0.2483
H 3.50620 -5.18665 1.50285 -0.5467 1.4668 -1.0486 0.1243
H 5.70598 -3.99445 1.55491 -0.4501 0.3500 -0.1340 0.0788
H -3.10230 1.80462 1.23392 0.4320 0.0339 0.6507 0.1385
H -3.55085 5.21475 -1.30530 -0.0397 -0.5355 0.1722 0.1394
H -6.15632 -4.22828 -0.65268 0.6359 0.2656 0.1036 0.0887
H -5.92728 -2.60774 -1.05606 0.9363 -0.6553 0.3060 0.1037
H -4.48873 -5.32127 0.43618 0.0112 -0.5321 0.2765 0.0907
H -2.85758 -5.06604 -0.13135 0.0873 -0.4101 0.1921 0.0833
H 0.74760 1.16559 -0.97311 -0.5522 0.0900 0.2481 0.1246
H 1.41844 4.46291 -2.81129 0.0145 -0.7118 0.4684 0.1321
H 1.14223 2.70066 -3.51152 -0.7640 1.8560 0.7150 0.1651
H -0.86565 5.84108 -2.26308 1.6463 1.9262 0.0495 0.1067
H -2.27219 5.40347 -3.19001 1.1665 -0.8723 -0.0493 0.1521
H -1.59472 -2.65657 -2.21367 0.0941 -0.4694 -0.0046 0.1030
H -1.55089 -4.00844 -1.03914 0.1227 -0.6070 -0.2310 0.0877
H -1.90374 -1.18586 -0.08396 0.4553 -0.2554 -0.1588 0.1057
H -1.15028 -2.46324 0.78208 0.4447 -0.5141 0.5688 0.0952
H -0.00816 -0.98575 -1.70024 -0.2899 0.1192 -0.1810 0.1129
H 0.74862 -2.44971 -1.17567 -0.4139 1.3345 1.1620 0.1358
H 0.64354 -0.80591 1.14613 0.1508 -0.2883 0.6439 0.1339
```
Forces are in eV/Å.

Output
LUMO energy: -0.1 eV
Spin multiplicity: 1
SMILES: NC(N)=NCCC[C@H](NC(=O)c1cc(F)cc2c1OCOC2)C(=O)c1nccs1
Maximum force: 0.11491 Eh/bohr